Entry 1:
Here is C8H5AlN2O5 as an isolated structure in a non-equilibrium geometry from OMol25. Energies are from ωB97M-V with the def2-TZVPD basis set.

```
21
Properties=species:S:1:pos:R:3:forces:R:3
O -0.09223 4.57785 -5.20750 0.28 -1.54 2.83
C 0.00535 4.02260 -4.20814 -0.29 1.50 -2.78
Al 0.49892 0.11884 -1.11887 0.40 0.56 1.21
O -0.59154 3.05633 0.33175 1.26 -3.89 -2.13
C -0.21106 2.10566 -0.19618 -0.18 4.05 1.80
C -1.48911 -1.12170 -1.37568 -0.23 -8.09 -5.83
O -2.16927 -1.97191 -1.83327 1.64 4.04 2.02
C 2.57598 0.57751 -0.59095 5.30 0.60 3.90
O 3.69839 0.70253 -0.32442 -4.61 -0.44 -1.91
C -1.74392 0.17270 -0.47363 -6.47 6.16 4.61
O -2.77920 0.36262 0.08426 4.01 -1.61 -2.39
H 1.66661 0.56234 -2.17984 -2.01 -0.69 -1.38
N -0.71781 -1.65446 1.00816 0.43 -0.91 0.10
C -0.54595 -2.12904 2.24667 -0.94 0.44 -0.68
C 0.50226 -1.42996 2.78284 0.36 -0.42 1.19
C 1.01491 -0.61469 1.79586 -0.62 -0.76 -0.08
N 0.27364 -0.77675 0.66966 0.27 0.28 -0.99
H -1.36298 -2.09363 0.35976 0.53 0.00 0.17
H -1.25357 -2.88794 2.57438 0.41 0.21 0.38
H 0.82138 -1.56669 3.79758 0.41 0.18 0.11
H 1.89920 -0.01221 1.85757 0.02 0.35 -0.15
```
Forces are in eV/Å.

Output
**Gap between HOMO and LUMO (alpha / beta)**: 6.76 / 6.77 eV
**Charge**: +2

Entry 2:
Here is the molecule C3H8N2O in a non-equilibrium geometry from OMol25. Energies are from ωB97M-V with the def2-TZVPD basis set.

```
14
Properties=species:S:1:pos:R:3:forces:R:3
N 1.39056 -0.30609 1.49482 -0.51 -0.15 0.36
C 0.05342 0.28290 1.54323 -1.28 -0.58 -0.69
C -0.50932 0.57272 0.14216 2.38 0.66 0.24
N -0.45848 -0.53896 -0.66016 -0.10 0.03 -1.16
C -0.72170 -0.34995 -2.08997 -0.33 1.39 0.31
O -0.73304 1.70228 -0.23581 -1.08 -0.11 -0.07
H 2.11967 0.32705 1.20221 -0.06 0.34 0.11
H 1.56352 -0.59592 2.44946 0.55 -0.16 -0.18
H -0.62287 -0.52280 1.85087 0.20 0.07 0.58
H -0.11607 1.14395 2.18930 0.28 0.15 -0.10
H 0.42998 -0.99933 -0.53649 -0.07 -0.51 0.65
H -0.23491 0.54976 -2.48706 0.50 -0.20 0.12
H -0.39429 -1.21830 -2.65000 -0.40 -0.12 -0.01
H -1.76646 -0.04730 -2.21254 -0.06 -0.81 -0.16
```
Forces are in eV/Å.

Output
**Gap between HOMO and LUMO**: 10.53 eV
**SMILES string**: CNC(=O)CN
**Charge**: 0

Entry 3:
Here is C5H28BeO9 as an isolated structure in a non-equilibrium geometry from OMol25. Energies are from ωB97M-V with the def2-TZVPD basis set.

```
43
Properties=species:S:1:pos:R:3:forces:R:3
Be 1.49960 0.13225 -0.28227 -0.16 -0.31 0.26
C -1.69450 -3.38546 -0.12398 -0.92 -0.29 -0.39
C -0.34843 -2.86365 -0.47264 0.06 -1.19 -0.50
O -0.21936 -1.74059 0.34046 1.86 3.04 -0.17
H -2.41331 -2.58263 -0.28793 -0.07 0.03 -0.18
H -1.74077 -3.57202 0.94894 -0.07 -0.62 -0.05
H -2.00681 -4.22370 -0.74682 0.04 -0.23 0.41
H -0.27851 -2.60090 -1.52819 -0.10 0.45 0.16
H 0.47708 -3.55383 -0.29863 -0.06 -0.26 0.16
H -0.31505 -1.98941 1.26271 0.04 -0.01 0.18
O 2.87785 -1.06849 1.47207 -0.61 0.49 -0.81
H 2.74865 -1.07780 2.42046 -0.17 0.12 0.36
H 3.55414 -1.72755 1.31552 0.25 -0.21 -0.11
O 2.63160 -1.73336 -1.41129 -0.59 0.78 0.77
H 3.40377 -2.15357 -1.03260 0.29 -0.07 0.19
H 2.57171 -2.09398 -2.29594 -0.20 0.06 -0.41
O 3.12688 1.11963 -2.08251 -0.58 -0.11 0.99
H 3.17556 1.09778 -3.03822 -0.13 -0.23 -0.43
H 3.57403 1.92985 -1.83789 0.35 0.19 0.02
O 0.17070 1.02609 1.76967 1.52 -0.93 -0.73
H -0.61799 1.56212 1.85258 -0.93 0.84 -0.35
H 0.46499 0.89122 2.67047 0.23 -0.09 0.25
O 0.20102 -0.22059 -2.45466 0.58 0.27 0.88
H -0.31431 0.53345 -2.74113 -0.22 0.42 0.07
H 0.11840 -0.85291 -3.16851 0.07 -0.42 -0.15
O 2.99644 1.83561 0.91697 -0.36 -0.69 -0.95
H 3.36674 2.49786 0.33341 0.07 0.27 -0.04
H 3.20034 2.15066 1.79754 -0.09 -0.09 0.46
O 0.63448 2.45046 -0.94118 0.50 -0.93 0.03
H -0.14872 2.98014 -0.79194 -0.41 -0.04 0.34
H 1.11053 2.91469 -1.62974 0.27 0.05 -0.32
C -2.43065 1.16901 -0.43980 0.01 -0.03 0.59
C -2.91642 1.56891 0.96567 0.23 -1.73 -0.74
C -2.83111 0.37378 1.97477 -0.99 0.52 -0.42
O -2.14034 2.61674 1.48532 0.97 0.28 0.80
H -3.07728 0.37973 -0.82321 0.12 0.02 -0.16
H -1.40184 0.81301 -0.38593 0.01 -0.27 0.03
H -2.44282 2.01302 -1.12943 -0.27 0.14 -0.08
H -3.95822 1.86878 0.85236 -0.11 0.07 0.35
H -3.27213 0.72708 2.90686 0.08 -0.21 0.10
H -1.87317 -0.10488 2.17808 0.22 0.64 -0.26
H -3.43498 -0.45538 1.60608 -0.34 0.17 -0.04
H -2.02775 3.34872 0.87447 -0.40 0.10 -0.10
```
Forces are in eV/Å.

Output
**Gap between HOMO and LUMO**: 7.85 eV
**Charge**: +2

Entry 4:
Here is the molecule C4H7NO2 in a non-equilibrium geometry from OMol25. Energies are from ωB97M-V with the def2-TZVPD basis set.

```
14
Properties=species:S:1:pos:R:3:forces:R:3
N 0.19814 -0.72070 1.64325 0.64 0.08 0.48
C 0.99388 0.25043 1.11543 0.38 -0.52 -0.48
O 2.18801 0.27822 1.33819 -0.20 0.30 0.05
C 0.31963 1.12614 0.06682 -0.07 0.14 -0.01
C 0.07265 0.22150 -1.13835 0.62 0.36 0.48
C -1.11800 -0.62293 -1.15641 0.15 0.08 -0.39
O -0.94985 0.51760 -2.05059 -0.82 -0.31 0.56
H 0.62986 -1.50142 2.09894 0.21 0.02 0.22
H -0.75555 -0.80825 1.42172 -0.90 0.04 -0.28
H 0.98346 1.97142 -0.15021 -0.17 -0.29 -0.06
H -0.63958 1.51130 0.42214 0.01 -0.01 0.00
H 0.98832 -0.10233 -1.62642 -0.01 -0.27 0.12
H -1.86732 -0.52252 -0.34238 0.41 0.08 -0.82
H -1.04366 -1.59846 -1.64216 -0.25 0.29 0.11
```
Forces are in eV/Å.

Output
**Gap between HOMO and LUMO**: 10.74 eV
**SMILES string**: NC(=O)C[C@H]1CO1
**Charge**: 0

- Number 1 is which compound?
  C8H5AlN2O5